C17H15AlBrO3 as an isolated structure at a distorted geometry. Source: OMol25; level of theory: wB97M-V/def2-TZVPD.

Calculated values
Frontier orbital gap in eV: 3.640
Net charge: -1
E_HOMO in eV: -2.29
Calculated total energy in hartree: -3699.096488

Geometry as XYZ:
```
37
Properties=species:S:1:pos:R:3:forces:R:3
C -1.7913 -0.7956 -1.0160 -1.1 0.0 0.4
C -1.6586 -1.3563 0.3119 0.5 0.8 -0.2
C -1.5990 -0.2167 1.2394 -1.9 0.0 -0.7
H -1.7841 -2.3991 0.6046 0.2 0.3 -0.1
C -1.9332 0.9427 0.4974 0.2 -1.0 0.3
C -2.0438 0.5798 -0.8663 0.0 -0.3 -0.1
H -2.3731 1.2480 -1.6576 0.5 -0.1 0.0
H -1.7958 -1.3885 -1.9388 0.0 0.5 0.5
H -1.6381 -0.3133 2.3213 0.2 0.1 -0.2
H -2.1526 1.9189 0.9307 0.4 -0.2 -0.2
Al 0.3240 -1.0492 0.2958 0.4 0.0 0.1
Br 1.5929 -1.5277 -1.4649 0.1 0.1 0.1
C 2.6353 0.6239 -4.4771 -0.7 -0.4 -0.5
C 1.5602 1.4252 -4.9734 0.0 -0.9 0.0
C 0.5666 0.5459 -5.5127 0.8 -0.2 0.4
H 1.5129 2.5150 -4.9632 0.0 -0.3 0.0
C 1.0325 -0.7970 -5.3540 0.5 0.7 0.2
C 2.3122 -0.7486 -4.7179 -0.5 0.8 -0.3
H 2.9387 -1.6053 -4.4753 -0.1 0.1 0.0
H 3.5499 0.9916 -4.0127 -0.2 -0.1 -0.1
H -0.3700 0.8483 -5.9839 0.2 -0.1 0.1
H 0.5146 -1.6992 -5.6795 0.1 0.2 0.1
O 0.6100 1.8129 3.4446 0.6 -0.6 -0.1
C 0.6512 0.7650 4.2986 0.2 -0.1 -0.4
C 0.4284 1.0505 5.6462 0.0 -0.6 0.2
C 0.3635 0.0034 6.5593 0.2 0.2 -0.5
C 0.5362 -1.3271 6.1478 0.0 -0.5 0.1
C 0.7651 -1.6399 4.8120 0.3 0.2 0.3
C 0.8629 -0.5909 3.8905 -0.2 1.1 0.4
C 0.9580 -0.8606 2.4848 -0.6 -0.2 -2.8
O 0.6044 -1.9936 1.9613 1.1 1.5 0.8
O 1.1612 0.1070 1.5851 0.0 -1.8 1.4
H 0.9587 1.5160 2.5592 -0.5 0.1 0.6
H 0.3435 2.0888 5.9424 -0.1 -0.1 0.0
H 0.1863 0.2377 7.6052 0.1 -0.1 -0.1
H 0.5074 -2.1218 6.8941 -0.1 0.2 -0.2
H 0.9172 -2.6660 4.4376 -0.2 0.6 0.4
```
Forces are in eV/Å.



A 3-piece molecular cluster, C26H30N2O6P2S3 overall at a distorted geometry. Source: OMol25; level of theory: wB97M-V/def2-TZVPD.

Calculated values
Structure (SMILES): CCCCCc1c(P(O)O)c([PH2]=S)c2nsnc2c1CCCS.O=C1C=CC(=O)C=C1.O=C1C=CC(=O)C=C1
Frontier orbital gap in eV: 6.133
Net charge: 0
E_HOMO in eV: -8.00
Calculated total energy in hartree: -3446.633389

Geometry as XYZ:
```
69
Properties=species:S:1:pos:R:3:forces:R:3
C -2.4141 -2.2017 2.3324 -0.1 0.6 1.1
C -1.7687 -0.7835 1.9290 1.0 -0.5 0.1
C -0.5634 -1.0195 0.8849 -0.5 -0.6 -0.7
C -0.5090 0.0264 -0.3331 0.0 -0.4 -0.1
C -0.7749 1.5603 0.0724 1.0 0.0 -0.3
C -0.0484 2.0302 1.4214 2.3 0.5 2.1
C -0.9637 2.7566 2.5209 4.4 -1.2 1.0
P -2.8087 3.1037 2.3296 -1.2 2.4 2.3
O -3.7771 1.7494 2.7385 0.6 0.6 -2.2
O -3.1972 3.7563 0.7905 0.3 -1.0 0.8
C -0.3201 3.2449 3.8705 -0.5 -0.4 -2.3
P -1.3952 4.1245 5.1944 0.4 -0.9 0.3
S -2.0488 2.8993 6.5738 0.0 0.1 -0.4
C 1.1927 3.0624 4.2356 -0.9 -0.5 -1.6
N 1.8680 3.4412 5.4472 0.0 -2.0 -4.9
S 3.4923 2.9698 5.1547 -3.3 -0.7 -3.0
N 3.3660 2.2854 3.5777 -2.9 0.9 0.3
C 2.0154 2.3664 3.0654 1.7 0.6 2.8
C 1.4925 1.8357 1.6692 -3.7 1.2 1.2
C 2.4122 1.1246 0.5760 -0.4 1.1 -0.1
C 3.9645 1.5237 0.6265 0.5 -1.4 -0.1
C 4.6927 0.6629 -0.5588 -1.2 -0.3 1.4
S 4.7010 1.5386 -2.2019 0.1 0.1 -0.1
H -1.6001 -3.0104 2.2719 -1.4 1.1 0.0
H -3.3577 -2.4829 1.7507 1.6 0.3 0.5
H -2.7339 -2.1151 3.4385 0.4 -0.3 -1.7
H -2.5277 -0.0401 1.4990 1.0 -1.2 0.8
H -1.2892 -0.3582 2.8920 -1.0 -0.4 -1.6
H -0.7511 -2.0593 0.4076 0.5 1.8 0.7
H 0.4375 -1.0920 1.4336 -1.4 0.3 -0.7
H -1.3300 -0.2768 -1.0849 1.2 0.6 1.1
H 0.4861 -0.0921 -0.9154 -1.7 0.3 1.0
H -0.3630 2.2254 -0.7836 -0.7 -1.0 1.3
H -1.9088 1.7206 0.0699 1.7 0.0 0.5
H -4.6285 1.7437 2.2256 1.1 0.1 0.6
H -3.6384 4.6212 0.9777 0.6 -1.1 0.0
H -0.5149 5.0749 5.8486 -0.4 -0.3 -1.1
H -2.4693 4.8148 4.5298 1.1 -0.1 0.2
H 2.0193 1.4837 -0.4562 0.5 -0.6 1.7
H 2.2337 -0.0182 0.5773 0.5 1.8 0.3
H 4.4734 1.1595 1.6018 -1.1 0.8 -1.5
H 4.1543 2.6551 0.4966 -0.4 -1.9 0.2
H 5.7596 0.3956 -0.1972 -1.6 0.8 -1.3
H 4.1339 -0.3429 -0.6691 0.9 1.6 0.2
H 3.4137 1.9955 -2.5087 0.9 -0.9 1.1
O 0.8701 1.5088 -3.1451 0.1 0.0 -0.3
C 1.0337 1.5199 -4.3526 0.0 0.0 0.4
C 2.0020 2.4386 -4.9866 0.1 0.1 -0.3
C 2.1800 2.4529 -6.3079 0.1 0.2 0.3
C 1.4172 1.5489 -7.1951 0.1 0.0 -0.5
O 1.5811 1.5606 -8.4002 -0.1 0.0 0.4
C 0.4483 0.6296 -6.5607 -0.2 -0.1 0.3
C 0.2709 0.6160 -5.2389 -0.1 -0.1 -0.3
H 2.5527 3.0935 -4.3224 0.0 0.0 0.0
H 2.8847 3.1198 -6.7887 0.0 0.0 0.0
H -0.1027 -0.0253 -7.2244 0.0 0.0 0.0
H -0.4335 -0.0508 -4.7574 0.0 0.0 0.0
O -2.0338 -3.7235 -0.5701 0.0 -0.4 -0.1
C -1.9911 -4.9398 -0.5394 0.0 0.4 0.0
C -1.0931 -5.6995 -1.4346 0.1 -0.3 -0.1
C -1.0487 -7.0320 -1.4016 0.1 0.3 -0.2
C -1.8941 -7.8059 -0.4676 0.0 -0.5 0.0
O -1.8516 -9.0214 -0.4368 0.0 0.4 0.0
C -2.7922 -7.0460 0.4276 -0.1 0.3 0.1
C -2.8364 -5.7134 0.3945 -0.1 -0.3 0.1
H -0.4802 -5.1176 -2.1119 0.0 0.0 0.0
H -0.3976 -7.6044 -2.0504 0.0 0.0 0.0
H -3.4051 -7.6278 1.1049 0.0 0.0 0.0
H -3.4875 -5.1409 1.0433 0.0 0.0 0.0
```
Forces are in eV/Å.



C4H9NO2 as an isolated structure at a distorted geometry. Source: OMol25; level of theory: wB97M-V/def2-TZVPD.

Calculated values
Frontier orbital gap in eV: 7.864
Net charge: 0
E_HOMO in eV: -7.12
Calculated total energy in hartree: -362.888314

Geometry as XYZ:
```
16
Properties=species:S:1:pos:R:3:forces:R:3
C 0.6800 1.2298 -0.4609 1.1 2.0 -0.5
C 1.4047 0.0213 0.1261 -1.9 0.5 0.3
N 0.2443 -0.3093 1.0111 -0.4 0.3 0.9
C -1.1757 -0.4400 0.1158 1.0 0.5 0.1
C -1.6287 -1.7208 0.0039 0.3 0.2 -0.2
O 1.1398 1.5433 -1.7363 -0.4 0.1 0.4
O 0.3531 2.1520 0.3529 -0.1 -1.6 -1.2
H 0.0645 0.5850 1.6171 0.7 -2.1 -0.9
H 0.7333 2.3964 -1.9480 0.2 0.0 0.0
H 0.3634 -1.2197 1.4480 -0.3 0.4 0.6
H -0.5072 0.3500 -0.7907 -0.1 -0.4 0.3
H 1.5947 -0.7672 -0.5973 -0.1 -0.1 0.1
H 2.2738 0.2874 0.7241 -0.1 0.1 -0.1
H -1.8915 0.3354 0.3734 0.1 0.0 0.3
H -2.6932 -1.9005 -0.0323 0.0 0.0 -0.1
H -0.9555 -2.5431 -0.2068 -0.1 -0.1 0.0
```
Forces are in eV/Å.



A single C3H6S2 molecule at a distorted geometry. Source: OMol25; level of theory: wB97M-V/def2-TZVPD.

Calculated values
Structure (SMILES): S[C@@H]1C[C@@H]1S
Frontier orbital gap in eV: 9.380
Net charge: 0
E_HOMO in eV: -8.92
Calculated total energy in hartree: -914.142867

Geometry as XYZ:
```
11
Properties=species:S:1:pos:R:3:forces:R:3
S -1.3787 -1.0763 -1.0389 -1.7 1.3 -0.7
C -0.4495 -0.6529 0.3970 -1.8 -5.3 -1.8
C -0.1731 0.5076 1.0589 1.9 7.0 4.1
C 0.8809 -0.1545 0.1156 2.9 0.8 1.9
S 1.1377 1.0361 -1.3271 -0.7 -3.1 -1.4
H -1.5632 0.2527 -1.4346 0.0 -1.4 0.2
H -0.4461 -1.5500 1.0821 -0.1 0.9 -0.9
H -0.2541 1.6796 0.7309 -0.8 -3.3 0.7
H -0.0219 0.4434 2.2503 -0.3 0.1 -2.9
H 1.6834 -0.6992 0.7800 -0.9 1.4 -2.4
H 0.5845 0.2134 -2.6143 1.3 1.5 3.1
```
Forces are in eV/Å.